Below is a structure of composition C45H111Br9N12O22P4 at a distorted geometry, with properties calculated with ωB97M-V with the def2-TZVPD basis set.

For the HOMO energy, the calculation gives -8.2633 eV. Its strongest force on any atom is 5.92 eV Å⁻¹. The value obtained for the total energy is -778927.45122 eV. As for the net charge: 0. The calculation puts the gap between HOMO and LUMO at 7.57 eV.

Atoms and positions in Å:
C 2.5187 5.2667 1.3755
Br 4.4137 5.1248 1.7881
Br 2.1507 6.9637 0.3334
Br 1.4514 5.0286 2.9840
H 2.2936 4.4194 0.7277
C -3.2887 -3.3756 1.6566
Br -1.6379 -4.3165 2.0455
Br -3.3604 -1.6868 2.5890
Br -4.8428 -4.4210 2.1000
H -3.2056 -3.2330 0.5792
C 4.5574 0.7805 2.6117
Br 4.6337 2.3251 3.8935
Br 3.6572 -0.7280 3.6906
Br 6.4241 0.3200 1.9744
H 3.8998 0.9789 1.7654
O -1.4750 8.5033 -1.2991
P -2.4163 7.6263 -2.0219
N -2.6161 8.0800 -3.6658
C -3.3586 7.1685 -4.6089
C -2.5482 9.4272 -4.2023
N -4.0764 7.7187 -1.5310
C -5.1311 6.7513 -1.9667
C -4.4782 8.6602 -0.4704
N -1.9374 5.9489 -2.0032
C -2.0857 5.2557 -0.7185
C -0.7752 5.5185 -2.8119
H -2.9383 7.0269 -5.6046
H -4.4035 7.4699 -4.6822
H -3.3558 6.1363 -4.2585
H -2.1239 9.4527 -5.2060
H -1.7278 9.9798 -3.7445
H -3.5276 9.9056 -4.1936
H -4.8294 6.0604 -2.7539
H -5.5108 6.1000 -1.1795
H -6.0523 7.2090 -2.3274
H -3.6809 9.1114 0.1203
H -4.9021 9.5620 -0.9121
H -5.1945 8.1999 0.2101
H -2.0261 4.1725 -0.8243
H -1.2684 5.5156 -0.0458
H -3.0612 5.4298 -0.2642
H -0.6315 6.2135 -3.6392
H -0.8747 4.5343 -3.2696
H 0.0485 5.5519 -2.0988
O -2.0445 0.3530 4.8000
P -0.8657 0.1646 5.6952
N -1.4136 -0.0064 7.2889
C -2.6402 -0.7454 7.6928
C -0.5844 0.2502 8.4990
N 0.1603 1.5434 5.7808
C 0.8100 1.9193 4.4882
C -0.1207 2.7736 6.5299
N 0.1158 -1.1386 5.3437
C -0.2084 -2.2390 4.4505
C 1.3867 -1.3608 6.0545
H -3.3153 -0.7992 6.8387
H -3.2312 -0.2673 8.4740
H -2.5287 -1.8197 7.8399
H 0.3100 0.7956 8.1979
H -0.1769 -0.7109 8.8125
H -1.0291 0.7365 9.3673
H 1.6619 2.5765 4.6624
H 1.3642 1.0773 4.0735
H 0.1159 2.3266 3.7530
H -0.3482 3.5759 5.8281
H -1.0211 2.8003 7.1436
H 0.8055 2.9710 7.0697
H -1.2628 -2.2355 4.1745
H 0.3907 -2.0521 3.5593
H -0.0963 -3.2112 4.9305
H 1.8465 -2.3334 5.8796
H 1.3287 -1.3835 7.1428
H 2.0866 -0.5350 5.9271
O 0.8993 1.2479 -2.0210
P 0.6867 0.1860 -0.9888
N -0.5009 -1.0334 -1.3091
C -1.8993 -0.7223 -1.1653
C -0.1705 -2.1853 -2.2346
N 0.1476 0.9197 0.4851
C 0.5921 2.2554 0.7355
C -0.3550 0.2162 1.6831
N 2.0911 -0.7201 -0.5536
C 3.4526 -0.3557 -0.8738
C 2.0908 -1.9448 0.3214
H -2.0908 -0.0233 -0.3512
H -2.5692 -1.5822 -1.1680
H -2.1129 -0.0224 -1.9731
H 0.9167 -2.2631 -2.2245
H -0.6008 -2.1928 -3.2360
H -0.5337 -3.1322 -1.8353
H 0.0127 2.7086 1.5399
H 1.6089 2.1721 1.1191
H 0.5144 2.8837 -0.1518
H 0.3669 -0.4728 2.1216
H -0.8082 0.9797 2.3155
H -1.2568 -0.3273 1.4015
H 3.9935 -0.2481 0.0664
H 3.9143 -1.1366 -1.4782
H 3.5031 0.5757 -1.4377
H 2.0945 -2.7676 -0.3935
H 1.2406 -2.0693 0.9921
H 2.9841 -1.9980 0.9436
O -8.0839 -0.3007 -1.7285
P -7.1921 0.8856 -1.5086
N -7.9734 2.3687 -1.1245
C -9.0608 2.2932 -0.1455
C -7.4775 3.7162 -1.4427
N -6.1235 1.1664 -2.7789
C -4.7333 1.8756 -2.7897
C -6.7419 1.0170 -4.1441
N -6.0831 0.6690 -0.1787
C -5.4246 1.7410 0.5028
C -5.4051 -0.5924 -0.1333
H -8.7489 2.0672 0.8742
H -9.8326 1.5993 -0.4786
H -9.6594 3.2027 -0.1952
H -6.8878 3.6456 -2.3567
H -6.9263 4.1863 -0.6283
H -8.2942 4.4106 -1.6398
H -4.9600 2.9297 -2.9494
H -4.2552 1.6442 -1.8379
H -4.1775 1.4587 -3.6295
H -6.1056 1.2580 -4.9956
H -7.1335 0.0113 -4.2972
H -7.5464 1.7368 -4.2947
H -5.8843 1.9772 1.4625
H -4.3710 1.6331 0.7606
H -5.3817 2.6600 -0.0819
H -4.4998 -0.3523 -0.6910
H -5.9223 -1.3674 -0.6989
H -5.2406 -0.8784 0.9056
C 0.0717 -4.9461 -4.6666
O 1.0984 -4.0669 -4.2581
C 2.2681 -4.5756 -3.7585
O 2.5914 -5.7418 -3.7710
O 3.0583 -3.5321 -3.3532
C 4.1828 -3.6869 -2.4829
H -0.1618 -5.7784 -4.0028
H 0.4307 -5.3204 -5.6253
H -0.8398 -4.3484 -4.6727
H 3.7260 -3.9301 -1.5236
H 4.7532 -2.7623 -2.5720
H 4.9123 -4.4442 -2.7702
C 2.1883 -0.7513 -4.9622
O 3.1363 0.1557 -5.4769
C 4.3019 0.3406 -5.0052
O 4.8116 -0.0429 -3.9114
O 4.9936 1.0113 -5.9072
C 6.3995 1.3549 -5.8371
H 1.2106 -0.2696 -4.9550
H 2.3431 -1.1231 -3.9493
H 2.1919 -1.6136 -5.6290
H 6.9520 0.5693 -6.3526
H 6.8518 1.1870 -4.8597
H 6.6409 2.2928 -6.3374
C 7.1059 -1.6182 -1.9061
O 7.8402 -1.5057 -0.7014
C 9.1656 -1.0930 -0.7582
O 9.7993 -0.7597 -1.7765
O 9.6793 -1.1786 0.5344
C 11.0027 -0.9089 0.8833
H 7.3358 -2.4592 -2.5604
H 7.2582 -0.7015 -2.4757
H 6.0643 -1.8020 -1.6429
H 11.0946 -0.9047 1.9694
H 11.3113 0.0692 0.5143
H 11.6508 -1.7339 0.5876
C -4.4084 -3.0947 -2.8755
O -4.4180 -4.0349 -1.7806
C -3.7464 -5.1773 -1.7845
O -3.1866 -5.6594 -2.7328
O -4.0742 -5.7552 -0.6206
C -3.6173 -6.9951 -0.3514
H -5.4553 -3.0977 -3.1792
H -3.8196 -3.5069 -3.6949
H -4.2135 -2.0426 -2.6677
H -4.0982 -7.2533 0.5921
H -2.5337 -6.9920 -0.2337
H -3.9997 -7.7427 -1.0464
C 6.9389 -3.7309 1.5627
O 6.2145 -3.9850 2.6896
C 4.8212 -3.9372 2.7599
O 4.1478 -3.7011 1.7967
O 4.4672 -4.2668 4.0256
C 3.1174 -4.5874 4.3170
H 7.9789 -4.0419 1.4630
H 6.8611 -2.6510 1.4374
H 6.4811 -4.1876 0.6853
H 2.6375 -5.2569 3.6031
H 2.5233 -3.7203 4.6056
H 2.9822 -5.2649 5.1601
C 6.0175 -7.9008 1.9793
O 4.6533 -7.9355 1.6764
C 4.1424 -7.0599 0.7500
O 4.8062 -6.2655 0.0742
O 2.8272 -7.1801 0.6610
C 1.9893 -6.3760 -0.2716
H 6.3300 -6.9674 2.4474
H 6.6521 -8.0421 1.1044
H 6.2603 -8.6374 2.7451
H 1.0408 -6.9123 -0.2443
H 2.2004 -6.4058 -1.3405
H 1.7710 -5.3884 0.1346

Force components x, y, z for each atom (eV/Å):
0.2089 0.5663 -0.4218
-0.4729 0.3128 -0.2689
0.0424 -1.4129 0.9708
0.2439 0.4367 -0.5938
-0.0704 0.4135 0.0387
0.0788 0.0452 -0.0664
0.0139 -0.1386 0.0653
0.1794 -0.2549 -0.0015
0.1460 0.1079 -0.0112
-0.5471 0.1751 0.2571
0.7552 -0.5116 1.6730
-0.0205 -1.1985 -1.0748
1.0217 1.1545 -1.3155
-1.9134 0.2674 0.5329
0.2788 0.1176 0.2088
-0.7358 0.1420 -0.0237
-1.0840 -0.6528 -1.3403
0.5463 -2.2538 -1.2743
0.3064 -0.1843 1.2381
1.1720 -0.1147 0.3602
0.7107 -1.0431 0.7029
0.3353 0.1921 0.2312
-0.0258 0.2808 -0.4173
-1.6839 1.0462 -0.8353
0.1946 -0.0524 -0.3369
-0.4558 0.8451 0.7639
0.3657 0.8964 -0.0824
-0.1016 0.1542 -0.2122
0.0190 0.0982 0.5000
-0.5771 -0.6094 -0.5179
-0.6130 0.3124 0.9337
0.1127 0.3917 0.1118
0.4769 0.3399 0.0964
0.4014 0.0014 0.6416
0.1772 0.7063 -0.1806
0.5321 -0.7808 -0.1133
-0.6224 -0.0761 -0.1901
-0.0494 -0.0234 -0.0021
0.0410 -0.1298 -0.4894
-0.0293 0.2526 0.3544
0.1080 0.4090 0.0293
0.1707 0.1650 0.2189
-0.2690 -0.2047 0.4017
0.6449 -0.1980 -0.5208
0.8483 -0.9079 -0.0060
-0.9802 1.3238 0.9801
-0.4633 0.5753 2.0531
-0.2636 0.0546 -2.3125
1.2437 -0.8700 -1.5025
-0.2247 -1.0818 -1.0013
0.6199 -1.0532 0.8195
-0.2487 -0.1690 -0.3691
0.7172 -0.0855 0.6665
-0.8738 0.8489 -0.2882
-0.0097 0.8582 1.0680
-0.0733 0.5433 -0.2843
0.5454 0.0708 0.2477
0.7212 -0.0494 0.8245
-0.1244 0.3103 0.0954
-0.1139 -0.1958 0.5121
-0.6025 0.1193 -0.4334
-0.4254 0.5563 0.3178
-0.5661 -0.4493 -0.2105
0.0018 0.1076 0.1519
0.3832 0.1859 -0.2003
0.2730 -0.7456 0.3859
-0.3260 0.5632 0.3509
0.1256 0.4166 -0.0835
0.0329 -0.9690 -0.2707
0.5855 -0.0008 -0.0479
-0.1545 0.2208 -0.7578
-0.8133 0.0277 0.3199
0.1431 -0.1790 -0.5538
0.1622 -1.1432 0.9139
0.0184 -0.7332 1.4413
1.7729 -0.7742 0.1557
0.1711 1.8056 -0.7266
0.2025 0.6877 1.5148
-1.0607 -1.2373 -1.3844
0.3108 0.1119 0.2071
-0.7890 0.2040 -1.6255
-1.6158 0.1070 0.4262
-0.2599 0.4056 -0.3724
-0.4314 0.5792 -1.1671
0.0967 -0.6510 0.6350
0.2573 -0.0129 0.1135
-0.8981 -0.3682 -0.7823
-0.1009 0.0201 -0.5403
0.1750 0.9114 -0.1926
-0.1636 -0.0372 0.5835
-0.1923 0.0095 -0.1149
0.6149 0.7091 -0.0026
0.2750 -0.0654 -0.0098
-0.0067 0.3829 0.4631
0.6614 -0.2196 0.5607
0.3384 -0.5705 -0.0345
0.3828 0.0092 -0.0788
0.1885 0.0733 0.0333
-0.0675 -0.0562 -0.0175
0.1101 -0.5590 0.3782
-0.2293 0.3138 -0.2910
-0.0089 0.2188 -0.2741
1.0179 1.7828 0.2459
1.4525 0.5272 1.4925
0.0985 -0.8270 -0.2438
-0.6770 0.0815 -0.7835
-0.2020 -0.7595 -0.1676
0.6215 0.1453 -1.6597
-2.8597 -1.2358 0.3044
-0.1468 0.4205 0.4739
-2.3971 0.1429 -1.3381
-0.0952 1.3156 0.3766
0.3671 0.2522 -0.5836
0.0445 0.0828 0.0265
0.4039 -0.6828 0.1421
0.4809 0.4802 0.3336
0.1868 0.1951 0.1857
0.3927 -0.1682 0.0885
-0.3318 -0.2456 -0.1569
0.6684 0.1350 0.1660
0.1214 0.3462 -0.1888
0.0220 0.0574 0.1608
0.7652 -0.1718 0.4493
-0.0125 0.0652 0.1850
-0.4155 -0.0529 0.2534
-0.2644 0.0871 0.1187
0.2547 -0.9839 -0.2850
-0.4213 0.1430 -0.0856
0.8898 -0.9269 0.3553
-0.2731 0.0438 0.2716
0.1708 -0.2166 -0.3109
0.0440 -0.5250 -0.3941
1.7886 0.6074 1.8082
0.7181 0.1039 -0.4380
-0.5496 0.9166 0.3814
-1.6526 -0.3769 -1.2727
-0.0732 -0.6878 -0.1665
0.5863 -0.0036 0.2498
-0.8577 -0.2245 -0.1907
0.1686 0.0384 -0.5710
0.8465 0.2783 0.3665
-0.6806 0.1104 0.3652
-0.5011 -0.5059 -0.2155
-0.7511 -0.8848 0.5413
-1.7474 0.2619 -0.7755
4.3191 -0.9157 3.9496
-1.8442 0.6812 -2.7604
0.6289 1.3774 -1.2105
0.3400 -1.9544 0.4350
0.1632 0.1114 -0.2485
0.6153 0.3478 -0.0214
-0.1680 0.0167 0.0179
-0.2553 -0.0557 -0.7022
-0.6324 0.9085 0.4714
-0.6364 0.0449 0.4443
-0.2288 0.5391 -0.8897
2.5758 0.1548 0.9062
1.3053 -0.0566 -1.2714
-2.0542 -0.9318 3.1925
-2.9241 -0.3066 -1.5323
1.0284 0.1729 -0.1241
0.8185 -0.1835 0.2893
-0.4697 -0.0779 -0.1051
0.2375 0.6662 0.3719
-0.5798 0.1583 0.0260
0.2620 -0.2145 -0.2169
0.1594 0.2503 -0.5552
-1.1134 -1.2738 -0.9456
0.4143 1.9231 0.8880
-1.6112 -0.2858 -0.8844
0.7602 -0.0738 0.4929
-0.2883 2.7793 -1.0055
0.3419 -2.5000 1.0564
-0.0060 0.0468 -0.3261
0.1782 0.2674 0.0922
0.6573 -0.3911 0.7916
0.3559 -0.0462 0.2287
0.0223 -0.3878 -0.1513
0.4564 0.0278 -0.4093
-0.8621 1.7057 -3.1268
-2.0295 -1.5865 3.9301
2.3603 -0.5155 -0.9935
-0.4848 -0.1096 0.7702
0.5547 -0.0341 -0.5390
-1.1214 -0.6892 0.1993
-0.0258 -0.2091 1.4003
0.5764 0.0863 -0.5480
-0.3562 -0.0411 -0.1184
0.0453 0.8060 -0.9755
0.0680 0.1300 -0.7322
1.2869 0.2195 0.6286
1.4813 0.6747 0.2122
-2.0972 0.5669 -0.8201
1.9123 1.6949 -1.4308
-0.9231 -1.6925 1.5243
-0.6696 -0.1223 -0.2222
-0.4973 -1.0042 0.7368
-0.2871 0.4063 -0.2069
-0.1639 -0.1381 -0.0850
-0.5196 -0.3851 -0.3343
-0.0061 -0.1108 0.3953
1.1691 0.1752 0.2822
0.6561 0.0745 -0.0791